# 1
Here is a structure of composition C4H8CsO2S at a distorted geometry from the Open Molecules 2025 dataset. Energies are from wB97M-V/def2-TZVPD.

Net charge: +1
Frontier orbital gap in eV: 10.037
Energy above the lowest of the compared OMol25 structures with the same formula, charge and spin in kcal/mol: 10.9
Energy in eV: -19750.3452

Positions of all 16 atoms, in Å:
Cs1 -5.01 -16.47 13.55
C1 -9.79 -17.79 13.67
C2 -8.92 -18.44 12.55
C3 -8.35 -19.72 13.09
S1 -7.88 -19.29 14.83
O1 -6.68 -18.46 14.81
O2 -7.94 -20.47 15.65
C4 -9.37 -18.25 15.05
H1 -10.82 -18.06 13.45
H2 -9.64 -16.71 13.63
H3 -8.11 -17.75 12.28
H4 -9.52 -18.51 11.65
H5 -7.52 -20.22 12.60
H6 -9.18 -20.41 13.23
H7 -9.18 -17.41 15.72
H8 -10.04 -18.97 15.52

These are the natural (NBO) partial charges, in e, on atoms 1 to 2:
1 Cs 0.996
2 C -0.415

***

# 2
Here is a structure of composition C14H12CuFNO5S2 at a distorted geometry from the Open Molecules 2025 dataset. Energies are from wB97M-V/def2-TZVPD.

2S+1: 2
Net charge: +2
Frontier orbital gap (spin up / spin down) in eV: 6.099 / 3.695
Energy in eV: -95434.5393

Positions of all 36 atoms, in Å:
C1 0.43 -4.45 0.83
C2 -0.24 -3.65 1.65
C3 -0.99 -2.54 2.57
C4 -0.62 -1.10 1.90
C5 -0.98 -0.96 0.34
C6 -0.65 0.40 -0.41
C7 -0.98 0.72 -1.95
C8 -0.65 -0.47 -2.98
C9 -1.73 -1.71 -2.91
O1 0.73 -0.93 -2.94
C10 0.03 1.52 0.46
C11 0.38 1.39 2.00
C12 0.05 0.06 2.76
S1 0.43 -0.07 4.59
C13 1.02 2.78 2.48
O2 1.05 3.35 3.60
N1 1.58 3.30 1.16
S2 3.13 2.62 0.74
O3 3.03 1.73 -0.48
O4 3.74 1.83 1.88
F1 4.23 3.85 0.34
C14 0.53 3.01 0.11
O5 0.17 3.84 -0.76
H1 1.01 -4.82 -0.09
H2 -2.12 -2.73 2.63
H3 -0.50 -2.57 3.62
H4 -1.49 -1.83 -0.20
H5 -0.31 1.62 -2.26
H6 -2.08 1.04 -2.06
H7 -0.80 -0.02 -4.06
H8 -2.62 -1.38 -2.25
H9 -2.12 -2.01 -3.97
H10 -1.17 -2.57 -2.38
H11 1.04 -0.92 -3.89
H12 -0.76 0.32 5.24
Cu1 -1.79 1.23 -5.25

These are the natural (NBO) partial charges, in e, on atoms 1 to 2:
1 C -0.160
2 C -0.062

***

# 3
Here is the molecule C10H11NO2S at a distorted geometry from the Open Molecules 2025 dataset. Energies are from wB97M-V/def2-TZVPD.

2S+1: 3
Frontier orbital gap (spin up / spin down) in eV: 5.960 / 6.229
Energy above the lowest of the compared OMol25 structures with the same formula, charge and spin in kcal/mol: 37.6
Energy in eV: -26962.7875

Positions of all 25 atoms, in Å:
C1 2.15 -0.38 2.63
C2 1.25 -1.47 2.77
C3 1.98 0.62 1.70
C4 0.06 -1.53 2.02
C5 0.72 0.54 0.99
C6 -0.20 -0.46 1.13
C7 0.34 1.56 0.07
C8 -1.30 -0.30 0.20
C9 -1.04 0.86 -0.67
C10 -1.65 -0.43 -3.14
N1 0.97 2.65 -0.11
O1 0.65 -0.89 -1.61
O2 0.51 1.15 -2.84
S1 -0.22 0.12 -2.10
H1 3.05 -0.49 3.22
H2 1.35 -2.14 3.57
H3 2.65 1.50 1.59
H4 -0.74 -2.30 2.03
H5 -1.50 -1.15 -0.37
H6 -2.22 -0.14 0.74
H7 -1.84 1.39 -1.10
H8 -1.62 -1.55 -3.06
H9 -2.45 0.03 -2.61
H10 -1.61 -0.30 -4.14
H11 0.71 3.13 -0.88

These are the natural (NBO) partial charges, in e, on atoms 1 to 2:
1 C -0.201
2 C -0.149

***

# 4
Here is the molecule C4H12N2O at a distorted geometry from the Open Molecules 2025 dataset. Energies are from wB97M-V/def2-TZVPD.

Frontier orbital gap in eV: 9.604
Energy above the lowest of the compared OMol25 structures with the same formula, charge and spin in kcal/mol: 79.0
SMILES string: NCCNCCO
Energy in eV: -9367.7664

Positions of all 19 atoms, in Å:
N1 -1.32 1.30 1.65
C1 -1.02 -0.08 1.94
C2 0.41 -0.42 1.76
N2 0.82 0.36 0.52
C3 0.17 -0.11 -0.77
C4 0.90 -0.01 -2.04
O1 0.26 -0.93 -2.93
H1 -0.80 1.75 0.90
H2 -2.34 1.42 1.37
H3 -1.26 -0.30 2.97
H4 -1.54 -0.84 1.27
H5 0.41 -1.58 1.69
H6 1.13 0.01 2.54
H7 0.81 1.32 0.83
H8 -0.90 0.33 -0.81
H9 -0.21 -1.25 -0.65
H10 1.92 -0.41 -2.06
H11 1.01 1.01 -2.41
H12 0.35 -1.85 -2.71

These are the natural (NBO) partial charges, in e, on atoms 1 to 2:
1 N -0.854
2 C -0.247

***

# 5
Here is a structure of composition C33H19Cl5CoF6N7O5S3 from the Open Molecules 2025 dataset. Energies are from wB97M-V/def2-TZVPD.

2S+1: 5
Frontier orbital gap (spin up / spin down) in eV: 7.603 / 5.304
Energy above the lowest of the compared OMol25 structures with the same formula, charge and spin in kcal/mol: 14.6
Energy in eV: -204248.3054

Positions of all 79 atoms, in Å:
Co1 -0.64 -0.62 0.62
C1 10.23 -0.15 8.82
O1 8.86 -0.12 9.19
C2 7.94 -0.03 8.21
C3 8.25 0.09 6.86
C4 7.22 0.16 5.93
C5 5.89 0.10 6.31
C6 5.60 0.00 7.67
C7 6.60 -0.07 8.61
C8 4.79 0.14 5.35
N1 3.51 0.10 5.66
C9 2.84 0.11 4.47
C10 3.72 0.16 3.41
N2 4.96 0.18 3.99
C11 3.30 0.21 2.05
C12 4.14 0.42 0.94
C13 3.59 0.47 -0.32
C14 2.21 0.31 -0.46
N3 1.41 0.11 0.57
C15 1.93 0.06 1.81
C16 0.99 -0.09 2.92
N4 -0.31 -0.29 2.62
C17 -1.21 -0.27 3.59
C18 -0.86 -0.05 4.92
C19 0.46 0.08 5.25
C20 1.43 0.03 4.24
H1 10.79 -0.29 9.74
H2 10.53 0.78 8.34
H3 10.43 -0.99 8.15
H4 9.27 0.13 6.52
H5 7.49 0.26 4.88
H6 4.56 -0.04 7.97
H7 6.38 -0.16 9.67
H8 5.84 0.20 3.51
H9 5.20 0.56 1.09
H10 4.20 0.63 -1.19
H11 1.74 0.36 -1.44
H12 -2.24 -0.43 3.31
H13 -1.64 0.01 5.67
H14 0.79 0.23 6.28
C21 -6.76 0.09 -1.42
C22 -6.02 -0.13 -0.14
C23 -6.52 0.31 1.09
C24 -5.70 0.14 2.19
N5 -4.52 -0.47 2.12
C25 -4.18 -0.91 0.93
S1 -2.74 -1.91 0.84
N6 -4.84 -0.75 -0.20
H15 -7.82 -0.16 -1.31
H16 -6.32 -0.52 -2.21
H17 -6.68 1.14 -1.71
H18 -7.49 0.77 1.17
H19 -6.00 0.51 3.17
F1 -4.00 3.12 -1.13
C26 -3.15 3.13 -0.11
F2 -2.95 4.39 0.27
F3 -3.69 2.45 0.90
S2 -1.52 2.39 -0.70
O2 -1.58 1.00 -0.23
O3 -1.56 2.53 -2.11
N7 -0.35 3.26 -0.11
S3 0.04 3.33 1.44
O4 1.38 2.87 1.67
O5 -1.01 2.89 2.32
C27 0.22 5.14 1.74
F4 -0.86 5.85 1.42
F5 1.26 5.62 1.07
F6 0.44 5.27 3.05
Cl1 0.34 -3.49 2.46
C28 0.30 -3.62 0.73
C29 0.03 -2.49 -0.01
C30 -0.03 -2.66 -1.39
Cl2 -0.44 -1.26 -2.34
C31 0.17 -3.88 -2.02
Cl3 0.04 -4.02 -3.74
C32 0.46 -5.00 -1.24
Cl4 0.74 -6.52 -1.99
C33 0.52 -4.87 0.14
Cl5 0.84 -6.26 1.12

These are the Mulliken partial charges, in e, on atoms 1 to 2:
1 Co 0.992
2 C -0.849

***

# 6
Here is a cluster of 5 separate species, C9H27NO5 in total at a distorted geometry from the Open Molecules 2025 dataset. Energies are from wB97M-V/def2-TZVPD.

Frontier orbital gap in eV: 8.693
Energy above the lowest of the compared OMol25 structures with the same formula, charge and spin in kcal/mol: 7.7
SMILES string: CC1(C)CCCC(C)(C)N1O.O.O.O.O
Energy in eV: -21497.5003

Positions of all 42 atoms, in Å:
C1 0.51 0.23 1.06
C2 0.68 0.34 -0.46
C3 -0.13 1.59 -0.88
C4 2.17 0.54 -0.74
C5 2.51 0.36 -2.23
C6 1.96 -0.95 -2.78
C7 0.46 -1.15 -2.51
C8 -0.41 -0.29 -3.43
C9 0.14 -2.62 -2.76
N1 0.24 -0.90 -1.08
O1 -1.12 -1.15 -0.72
H1 0.90 -0.72 1.44
H2 -0.54 0.26 1.36
H3 0.99 1.03 1.62
H4 -1.17 1.30 -1.07
H5 0.18 1.98 -1.86
H6 -0.12 2.38 -0.14
H7 2.53 1.51 -0.42
H8 2.69 -0.29 -0.24
H9 3.59 0.51 -2.32
H10 2.00 1.14 -2.80
H11 2.55 -1.79 -2.41
H12 2.13 -0.98 -3.86
H13 -1.44 -0.34 -3.07
H14 -0.04 0.73 -3.48
H15 -0.44 -0.68 -4.45
H16 0.24 -2.86 -3.82
H17 0.73 -3.34 -2.19
H18 -0.91 -2.79 -2.53
H19 -1.04 -1.97 -0.22
O2 -2.22 -2.08 3.91
H20 -1.82 -2.19 3.04
H21 -1.49 -2.19 4.54
O3 -3.47 0.83 4.98
H22 -3.78 1.67 5.33
H23 -2.69 1.06 4.44
O4 -1.14 3.35 2.37
H24 -1.10 2.63 3.02
H25 -0.70 4.09 2.79
O5 -0.63 0.94 4.10
H26 -0.66 0.12 3.58
H27 -0.15 0.71 4.90

These are the natural (NBO) partial charges, in e, on atoms 1 to 2:
1 C -0.605
2 C 0.101

***

# 7
Here is the molecule C18H19NO3 at a distorted geometry from the Open Molecules 2025 dataset. Energies are from wB97M-V/def2-TZVPD.

Frontier orbital gap in eV: 8.889
Energy above the lowest of the compared OMol25 structures with the same formula, charge and spin in kcal/mol: 31.3
SMILES string: O=C(CCCc1ccccc1)NCc1ccc2c(c1)OCO2
Energy in eV: -26607.1223

Positions of all 41 atoms, in Å:
O1 1.96 -1.23 0.95
C1 0.94 -0.73 0.53
C2 -0.08 -1.49 -0.29
C3 0.14 -1.21 -1.78
C4 -0.85 -1.98 -2.66
C5 -0.60 -1.69 -4.11
C6 -1.27 -0.65 -4.75
C7 -1.01 -0.36 -6.08
C8 -0.08 -1.10 -6.78
C9 0.59 -2.14 -6.15
C10 0.33 -2.43 -4.83
N1 0.63 0.57 0.72
C11 1.46 1.46 1.51
C12 0.81 1.77 2.84
C13 0.37 3.05 3.13
C14 -0.25 3.35 4.35
C15 -0.41 2.32 5.24
C16 0.02 1.03 4.94
C17 0.64 0.73 3.75
O2 -0.26 0.20 5.99
C18 -0.88 1.01 6.97
O3 -0.99 2.33 6.48
H1 0.05 -2.55 -0.10
H2 -1.10 -1.20 0.00
H3 1.16 -1.49 -2.05
H4 0.03 -0.14 -1.98
H5 -1.87 -1.70 -2.39
H6 -0.74 -3.05 -2.47
H7 -1.99 -0.07 -4.20
H8 -1.53 0.45 -6.56
H9 0.12 -0.88 -7.82
H10 1.31 -2.73 -6.70
H11 0.85 -3.24 -4.34
H12 -0.27 0.92 0.43
H13 2.40 0.93 1.66
H14 1.65 2.38 0.95
H15 0.51 3.84 2.42
H16 -0.59 4.35 4.58
H17 0.99 -0.27 3.53
H18 -1.89 0.62 7.19
H19 -0.28 1.00 7.89

These are the natural (NBO) partial charges, in e, on atoms 1 to 2:
1 O -0.631
2 C 0.684

***

# 8
Here is the molecule C6H7NS at a distorted geometry from the Open Molecules 2025 dataset. Energies are from wB97M-V/def2-TZVPD.

Frontier orbital gap in eV: 7.933
Energy above the lowest of the compared OMol25 structures with the same formula, charge and spin in kcal/mol: 81.4
SMILES string: S=C1C=C[C@@H]2N[C@H]2C1
Energy in eV: -18657.2192

Positions of all 15 atoms, in Å:
S1 -3.14 -0.22 0.11
C1 -1.52 -0.07 0.02
C2 -0.90 1.29 -0.13
C3 0.43 1.52 0.02
C4 1.12 0.29 0.53
N1 2.08 -0.74 0.15
C5 0.73 -0.79 -0.39
C6 -0.62 -1.32 0.07
H1 -1.58 2.06 -0.35
H2 0.82 2.53 -0.09
H3 0.87 0.15 1.59
H4 2.72 -0.47 -0.62
H5 0.65 -0.45 -1.44
H6 -0.59 -1.69 1.09
H7 -1.06 -2.10 -0.56

These are the natural (NBO) partial charges, in e, on atoms 1 to 2:
1 S 0.055
2 C -0.092

***

# 9
Here is a cluster of 2 separate species, C6H7N2O4S in total at a distorted geometry from the Open Molecules 2025 dataset. Energies are from wB97M-V/def2-TZVPD.

Net charge: -1
Frontier orbital gap in eV: 7.761
Energy above the lowest of the compared OMol25 structures with the same formula, charge and spin in kcal/mol: 0.0
Energy in eV: -28341.1786

Positions of all 20 atoms, in Å:
C1 0.80 2.71 -0.52
C2 1.33 1.48 -0.32
C3 -0.62 2.96 -0.40
C4 0.55 0.33 -0.14
C5 -1.41 1.80 -0.23
C6 -0.86 0.46 -0.10
N1 1.97 -4.28 1.07
N2 0.96 -4.58 0.72
O1 0.37 -3.55 -1.66
O2 -0.28 -2.77 0.55
O3 -1.83 -2.68 -1.36
O4 -1.65 -0.55 -0.09
S1 -0.46 -2.19 -0.74
H1 1.48 3.66 -0.62
H2 2.41 1.40 -0.59
H3 -0.96 4.01 -0.28
H4 0.93 -0.64 0.08
H5 -2.44 1.92 -0.24
H6 -0.29 -4.27 -1.51
H7 -2.47 -1.93 -1.20

These are the natural (NBO) partial charges, in e, on atoms 1 to 2:
1 C -0.295
2 C -0.218

***

# 10
Here is a cluster of 10 separate species, C23H64F6O9P in total at a distorted geometry from the Open Molecules 2025 dataset. Energies are from wB97M-V/def2-TZVPD.

Net charge: -1
Frontier orbital gap in eV: 9.530
Energy above the lowest of the compared OMol25 structures with the same formula, charge and spin in kcal/mol: 28.7
Energy in eV: -68916.6660

Positions of all 103 atoms, in Å:
P1 0.73 -5.00 -3.40
F1 -0.69 -5.81 -3.56
F2 1.11 -5.46 -4.91
F3 -0.07 -3.65 -3.95
F4 2.14 -4.22 -3.28
F5 0.51 -4.44 -1.92
F6 1.43 -6.25 -2.62
C1 0.69 -6.40 -7.94
O1 0.21 -7.47 -8.73
H1 1.68 -6.67 -7.59
H2 0.71 -5.46 -8.49
H3 0.09 -6.22 -7.05
H4 0.60 -7.35 -9.60
C2 2.15 -2.56 -6.63
O2 3.25 -3.30 -6.13
H5 1.78 -1.85 -5.89
H6 2.34 -2.03 -7.57
H7 1.29 -3.21 -6.79
H8 2.95 -3.66 -5.30
C3 -2.04 -3.58 -6.50
C4 -2.67 -2.19 -6.41
C5 -1.90 -1.34 -5.42
O3 -2.57 -1.53 -7.67
H9 -1.98 -4.08 -5.53
H10 -1.14 -3.54 -7.12
H11 -2.73 -4.29 -6.96
H12 -3.73 -2.32 -6.22
H13 -0.84 -1.57 -5.52
H14 -2.23 -1.62 -4.42
H15 -1.99 -0.27 -5.61
H16 -3.00 -0.69 -7.49
C6 -3.07 -4.09 -1.55
C7 -2.94 -5.22 -0.52
C8 -4.23 -5.97 -0.27
O4 -2.05 -6.09 -1.15
H17 -3.66 -3.20 -1.31
H18 -3.42 -4.50 -2.49
H19 -2.07 -3.71 -1.75
H20 -2.58 -4.82 0.44
H21 -4.07 -6.86 0.35
H22 -4.75 -6.31 -1.16
H23 -5.05 -5.47 0.24
H24 -1.42 -5.55 -1.64
C9 5.25 -5.46 0.10
C10 3.87 -5.32 -0.56
C11 2.74 -5.54 0.49
O5 3.75 -4.04 -1.20
H25 5.40 -6.34 0.72
H26 5.39 -4.66 0.83
H27 6.11 -5.38 -0.56
H28 3.81 -6.17 -1.24
H29 2.98 -6.43 1.08
H30 1.81 -5.78 -0.02
H31 2.62 -4.65 1.10
H32 2.91 -4.11 -1.66
C12 -5.22 -7.88 -5.95
C13 -4.24 -7.01 -5.20
C14 -4.11 -7.49 -3.73
O6 -2.97 -7.19 -5.78
H33 -6.23 -7.57 -5.68
H34 -5.21 -8.96 -5.79
H35 -5.10 -7.75 -7.03
H36 -4.42 -5.93 -5.18
H37 -3.39 -6.91 -3.16
H38 -3.78 -8.53 -3.75
H39 -5.10 -7.56 -3.27
H40 -2.33 -6.79 -5.19
C15 2.91 -0.92 -1.52
C16 2.78 -0.47 -2.97
C17 1.36 -0.18 -3.38
O7 3.41 0.76 -3.16
H41 3.94 -1.14 -1.23
H42 2.20 -1.71 -1.29
H43 2.66 -0.07 -0.89
H44 3.19 -1.21 -3.66
H45 0.81 -1.12 -3.38
H46 1.23 0.11 -4.43
H47 0.85 0.48 -2.68
H48 3.08 1.34 -2.47
C18 -0.47 -10.73 -3.15
C19 0.49 -9.61 -3.47
C20 0.29 -8.83 -4.77
O8 0.29 -8.72 -2.41
H49 -1.52 -10.42 -3.08
H50 -0.20 -11.30 -2.26
H51 -0.37 -11.53 -3.89
H52 1.54 -9.89 -3.40
H53 -0.61 -8.22 -4.82
H54 0.09 -9.59 -5.52
H55 1.13 -8.21 -5.08
H56 0.42 -7.82 -2.73
C21 -0.66 -2.71 0.51
C22 0.08 -2.80 1.88
C23 -0.11 -1.51 2.65
O9 -0.50 -3.87 2.59
H57 -1.62 -2.20 0.47
H58 -0.65 -3.66 -0.02
H59 -0.04 -2.07 -0.11
H60 1.15 -3.01 1.86
H61 0.26 -1.60 3.67
H62 -1.15 -1.32 2.89
H63 0.37 -0.68 2.13
H64 -0.16 -3.79 3.49

These are the Mulliken partial charges, in e, on atoms 1 to 2:
1 P 2.059
2 F -0.351

***

# 11
Here is the molecule C5H7NO2 at a distorted geometry from the Open Molecules 2025 dataset. Energies are from wB97M-V/def2-TZVPD.

Frontier orbital gap in eV: 9.452
Energy above the lowest of the compared OMol25 structures with the same formula, charge and spin in kcal/mol: 18.9
SMILES string: C=C/N=C(\C)C(=O)O
Energy in eV: -10882.7985

Positions of all 15 atoms, in Å:
C1 2.22 -0.45 -0.59
C2 1.22 -1.24 -0.18
N1 -0.13 -1.01 -0.28
C3 -0.67 0.12 0.07
C4 -0.04 1.37 0.61
C5 -2.20 0.18 -0.11
O1 -2.82 1.22 -0.16
O2 -2.71 -1.07 -0.14
H1 2.05 0.53 -1.03
H2 3.24 -0.79 -0.50
H3 1.48 -2.23 0.19
H4 0.91 1.17 1.10
H5 0.10 2.08 -0.20
H6 -0.70 1.81 1.37
H7 -1.95 -1.70 -0.16

These are the natural (NBO) partial charges, in e, on atoms 1 to 2:
1 C -0.415
2 C -0.039

***

The highest energy belongs to which entry? C4H12N2O